{"formula": "C41H116N8O13", "method": "wB97M-V/def2-TZVPD", "symbols": ["C", "C", "C", "O", "H", "H", "H", "H", "H", "H", "H", "H", "C", "C", "C", "O", "H", "H", "H", "H", "H", "H", "H", "H", "C", "C", "C", "O", "C", "N", "H", "H", "H", "H", "H", "H", "H", "H", "H", "H", "H", "C", "C", "C", "O", "C", "N", "H", "H", "H", "H", "H", "H", "H", "H", "H", "H", "H", "C", "C", "C", "O", "C", "N", "H", "H", "H", "H", "H", "H", "H", "H", "H", "H", "H", "C", "C", "C", "O", "C", "N", "H", "H", "H", "H", "H", "H", "H", "H", "H", "H", "H", "C", "C", "C", "O", "C", "N", "H", "H", "H", "H", "H", "H", "H", "H", "H", "H", "H", "C", "C", "C", "O", "C", "N", "H", "H", "H", "H", "H", "H", "H", "H", "H", "H", "H", "C", "C", "C", "O", "C", "N", "H", "H", "H", "H", "H", "H", "H", "H", "H", "H", "H", "C", "C", "C", "O", "C", "N", "H", "H", "H", "H", "H", "H", "H", "H", "H", "H", "H", "C", "O", "H", "H", "H", "H", "C", "O", "H", "H", "H", "H", "C", "O", "H", "H", "H", "H"], "coordinates": [[-4.860, -3.820, 1.875], [-4.950, -3.227, 3.303], [-4.700, -4.279, 4.391], [-4.108, -2.029, 3.465], [-5.719, -4.510, 1.777], [-3.941, -4.289, 1.675], [-5.086, -3.006, 1.185], [-6.022, -2.967, 3.382], [-4.664, -3.710, 5.320], [-3.752, -4.817, 4.354], [-5.447, -5.075, 4.397], [-3.424, -2.154, 2.833], [-0.847, 2.160, 2.735], [-0.320, 0.843, 2.109], [-0.845, 0.734, 0.714], [1.092, 0.610, 2.205], [-1.934, 2.114, 2.808], [-0.604, 3.042, 2.159], [-0.574, 2.232, 3.741], [-0.796, 0.077, 2.745], [-0.426, -0.122, 0.148], [-0.611, 1.637, 0.134], [-1.891, 0.758, 0.773], [1.162, 0.041, 2.959], [1.184, 6.512, -0.264], [0.665, 5.193, -0.785], [-0.854, 5.296, -1.039], [-1.082, 6.445, -1.883], [-2.426, 6.800, -2.088], [1.126, 4.746, -2.141], [0.804, 7.352, -0.895], [2.315, 6.639, -0.281], [0.846, 6.706, 0.740], [0.845, 4.361, -0.116], [-1.487, 5.454, -0.130], [-1.162, 4.425, -1.591], [-2.945, 7.334, -1.250], [-3.041, 5.991, -2.405], [-2.452, 7.446, -2.936], [2.147, 4.683, -2.066], [0.899, 5.553, -2.752], [-4.023, 2.335, -2.026], [-4.802, 1.647, -3.096], [-5.364, 0.353, -2.557], [-6.096, -0.254, -3.662], [-7.395, -0.664, -3.494], [-5.946, 2.380, -3.536], [-3.585, 3.278, -2.483], [-3.187, 1.600, -1.676], [-4.606, 2.557, -1.060], [-4.118, 1.274, -3.872], [-6.048, 0.485, -1.748], [-4.525, -0.299, -2.276], [-7.433, -1.438, -2.765], [-7.797, -1.092, -4.404], [-7.993, 0.142, -3.146], [-5.662, 3.326, -3.845], [-6.406, 1.939, -4.367], [-5.531, 1.335, 3.493], [-5.928, 0.756, 2.134], [-6.688, 1.815, 1.333], [-7.288, 1.360, 0.152], [-8.003, 2.349, -0.664], [-4.778, 0.293, 1.427], [-5.056, 0.609, 4.162], [-6.459, 1.794, 3.993], [-4.789, 2.142, 3.333], [-6.630, -0.063, 2.450], [-5.991, 2.637, 1.034], [-7.465, 2.232, 2.063], [-7.298, 3.053, -1.106], [-8.812, 2.834, -0.033], [-8.394, 1.904, -1.540], [-4.497, -0.602, 1.839], [-5.070, 0.159, 0.474], [3.916, 0.068, -5.061], [4.746, 0.452, -3.813], [3.885, 1.388, -2.949], [2.649, 0.740, -2.573], [1.753, 1.561, -1.801], [5.008, -0.749, -3.066], [4.441, -0.709, -5.661], [3.999, 0.877, -5.780], [2.905, -0.202, -4.881], [5.660, 0.924, -4.110], [3.676, 2.324, -3.452], [4.512, 1.646, -2.043], [1.427, 2.465, -2.382], [2.145, 1.966, -0.813], [0.855, 1.019, -1.627], [4.244, -1.001, -2.434], [5.836, -0.705, -2.439], [8.578, 2.511, 2.878], [7.881, 3.338, 1.741], [6.558, 2.540, 1.464], [6.872, 1.241, 1.019], [5.705, 0.399, 0.780], [7.485, 4.654, 2.160], [8.670, 1.429, 2.558], [8.014, 2.619, 3.738], [9.588, 2.990, 3.118], [8.431, 3.479, 0.809], [5.917, 2.963, 0.726], [6.017, 2.513, 2.462], [6.146, -0.270, -0.019], [4.840, 0.995, 0.371], [5.460, -0.282, 1.619], [6.897, 4.701, 3.023], [8.222, 5.278, 2.347], [2.667, -2.764, 4.653], [1.895, -1.635, 5.218], [2.762, -0.402, 5.375], [3.994, -0.869, 5.970], [4.761, 0.175, 6.519], [0.708, -1.229, 4.475], [3.453, -3.167, 5.275], [3.026, -2.503, 3.648], [2.012, -3.640, 4.482], [1.579, -1.962, 6.245], [2.321, 0.481, 5.934], [2.984, -0.031, 4.374], [5.117, 0.911, 5.702], [5.644, -0.325, 6.959], [4.211, 0.819, 7.190], [0.141, -2.073, 4.110], [0.013, -0.766, 5.061], [-0.380, -1.201, -3.635], [-1.229, -1.706, -4.828], [-0.349, -2.582, -5.676], [-1.149, -3.145, -6.725], [-0.390, -3.849, -7.661], [-2.339, -2.491, -4.296], [0.597, -0.853, -3.971], [-0.177, -2.054, -3.016], [-0.797, -0.417, -2.959], [-1.501, -0.835, -5.468], [-0.002, -3.471, -5.148], [0.510, -1.971, -6.031], [-0.048, -4.870, -7.384], [0.564, -3.330, -7.930], [-0.971, -3.878, -8.623], [-2.896, -2.889, -5.021], [-2.883, -1.860, -3.803], [3.451, -5.908, 0.387], [2.735, -5.403, -0.833], [2.864, -3.946, -0.955], [2.187, -3.276, 0.095], [2.254, -1.869, -0.062], [3.212, -6.137, -2.031], [4.485, -5.568, 0.478], [3.478, -7.014, 0.385], [2.904, -5.606, 1.209], [1.685, -5.752, -0.687], [2.404, -3.671, -1.946], [3.883, -3.433, -1.011], [1.746, -1.301, 0.740], [1.761, -1.548, -0.926], [3.256, -1.433, -0.036], [2.565, -5.907, -2.817], [4.084, -5.727, -2.438], [2.980, 3.052, 2.318], [3.518, 1.801, 1.833], [3.785, 3.826, 2.123], [2.034, 3.294, 1.819], [2.784, 2.985, 3.384], [2.742, 1.224, 1.950], [-0.752, -4.383, 3.042], [-1.385, -3.223, 2.376], [-1.188, -5.300, 2.557], [0.295, -4.446, 2.776], [-0.829, -4.296, 4.131], [-1.066, -3.314, 1.442], [-1.082, -4.342, -1.488], [-1.512, -3.344, -0.465], [-0.152, -4.798, -1.097], [-1.948, -4.992, -1.654], [-0.919, -3.848, -2.384], [-1.497, -2.527, -0.971]], "mulliken_charge": [-1.2839, 0.7466, -1.4148, -0.4561, 0.4565, 0.2474, 0.2903, 0.3090, 0.3404, 0.2239, 0.4009, -0.0438, -1.7240, 1.0740, -0.3698, 0.2287, 0.2822, 0.2090, 0.5140, -0.2433, -0.2310, -0.2438, 0.4903, -0.2953, -1.4908, 1.8090, -0.9991, -0.3658, -0.6931, -0.5899, 0.3018, 0.3505, 0.3936, -0.8959, 0.5326, 0.4236, 0.2842, 0.1626, 0.3187, 0.2922, 0.2509, 0.0648, 0.3080, -0.1917, -0.4338, -0.6970, -0.4615, 0.2333, -0.2223, -0.2386, 0.1317, 0.0864, 0.1858, 0.3284, 0.2923, 0.1914, 0.2604, 0.2484, -1.5336, 0.7360, -0.7786, -0.3088, -0.7605, 0.0486, 0.2958, 0.4367, 0.2756, 0.1070, 0.2425, 0.4064, 0.3206, 0.3096, 0.1941, -0.0867, 0.0864, -1.1571, 0.0320, -0.3679, 0.0419, -0.0535, -0.5933, 0.4175, 0.4389, -0.1689, 0.5992, 0.4835, -0.0155, 0.3958, -0.0065, -0.4099, 0.1472, 0.2711, -1.1835, 0.1402, -0.0520, -0.4634, -0.0515, -0.6485, 0.2818, 0.2963, 0.3403, 0.3846, 0.4317, -0.2063, 0.0883, -0.1546, 0.2774, 0.2097, 0.2387, -1.4237, 0.2075, -0.0194, -0.3130, -0.6565, -0.4516, 0.4585, 0.2050, 0.3396, 0.1612, 0.4111, -0.1159, 0.1391, 0.2599, 0.3406, -0.1659, 0.2678, 0.6220, 0.4964, -1.0110, -0.3340, -0.7465, -0.4002, -0.4362, -0.5500, 0.1011, 0.2845, 0.2927, 0.4017, 0.2778, 0.2903, 0.2503, 0.2667, 0.0734, -1.6082, 0.9332, -0.5499, 0.0245, 0.0878, -0.7777, 0.3385, 0.4048, 0.2910, -0.1044, 0.0202, 0.3773, -0.2220, 0.0868, 0.0464, 0.2649, 0.3004, -0.5253, 0.3743, 0.1818, -0.1131, 0.3611, 0.2563, -0.8780, 0.4624, 0.2673, 0.1810, 0.3815, -0.0748, 0.4743, -0.2182, -0.2841, 0.3076, -0.3524, 0.1086], "e_tot_ha": -3047.55324, "homo_energy_ev": -8.86, "multiplicity": 1, "total_charge": 0}


{"formula": "C8H4AlBrCl2LuNO3", "method": "wB97M-V/def2-TZVPD", "symbols": ["Lu", "Al", "Cl", "Cl", "C", "C", "C", "O", "O", "O", "Br", "C", "C", "C", "C", "N", "C", "H", "H", "H", "H"], "coordinates": [[1.245, 2.524, -2.629], [-0.882, 0.497, -0.332], [0.727, 2.215, -0.062], [-0.734, 0.314, -2.516], [-2.940, 0.536, 0.192], [1.474, 4.657, -1.982], [-0.598, 3.663, -3.101], [-4.069, 0.490, 0.459], [1.542, 5.698, -1.475], [-1.586, 4.280, -3.122], [2.407, -1.741, 3.768], [1.197, -1.954, 2.289], [0.962, -3.230, 1.776], [0.117, -3.361, 0.675], [-0.446, -2.232, 0.092], [-0.146, -0.977, 0.556], [0.664, -0.824, 1.666], [1.448, -4.083, 2.235], [-0.115, -4.341, 0.262], [-1.099, -2.311, -0.773], [0.835, 0.181, 2.025]], "mulliken_charge": [1.3583, 0.6564, -0.1966, -0.2531, 0.5156, 0.3476, 0.5766, 0.0433, 0.0448, 0.0195, -0.0040, -0.5469, 0.0397, -0.8435, 0.0675, 0.1371, 0.1523, 0.5330, 0.4458, 0.4501, 0.4565], "e_tot_ha": -5558.46380, "homo_energy_ev": -20.67, "multiplicity": 1, "total_charge": 4}


{"formula": "C32H47CsN6O5Se2", "method": "wB97M-V/def2-TZVPD", "symbols": ["Cs", "C", "N", "C", "C", "N", "C", "C", "N", "C", "C", "N", "C", "N", "C", "C", "C", "N", "C", "H", "H", "H", "H", "H", "H", "H", "H", "H", "H", "H", "H", "H", "H", "H", "H", "H", "H", "H", "H", "H", "H", "H", "H", "O", "C", "C", "C", "O", "C", "Se", "C", "Se", "H", "H", "H", "H", "H", "H", "H", "H", "H", "H", "C", "C", "O", "C", "C", "C", "C", "C", "C", "H", "H", "H", "H", "H", "H", "H", "H", "O", "C", "O", "C", "C", "C", "C", "C", "C", "H", "H", "H", "H", "H"], "coordinates": [[-0.877, 1.316, -0.994], [-3.424, -0.021, 1.932], [-3.812, -1.391, 2.198], [-3.862, -1.825, 3.575], [-4.043, -3.320, 3.404], [-3.285, -3.586, 2.193], [-3.549, -4.879, 1.602], [-3.249, -2.401, 1.415], [-2.798, -2.163, 0.259], [-2.189, -3.164, -0.593], [-0.892, -3.770, -0.034], [0.259, -2.991, -0.415], [1.269, -2.951, 0.367], [1.494, -3.678, 1.559], [1.316, -5.114, 1.565], [2.798, -3.277, 2.094], [3.056, -1.940, 1.433], [2.334, -2.104, 0.179], [2.222, -0.941, -0.676], [-4.051, 0.653, 2.515], [-3.557, 0.217, 0.881], [-2.373, 0.143, 2.198], [-4.692, -1.356, 4.107], [-2.928, -1.596, 4.112], [-5.108, -3.565, 3.265], [-3.658, -3.904, 4.243], [-3.550, -5.621, 2.403], [-2.779, -5.164, 0.892], [-4.525, -4.919, 1.098], [-1.934, -2.679, -1.537], [-2.899, -3.963, -0.844], [-0.821, -4.803, -0.417], [-0.989, -3.831, 1.059], [0.329, -5.407, 1.221], [1.437, -5.474, 2.589], [2.067, -5.620, 0.939], [3.565, -4.004, 1.789], [2.776, -3.229, 3.185], [4.106, -1.707, 1.259], [2.629, -1.114, 2.016], [3.226, -0.602, -0.930], [1.710, -0.121, -0.160], [1.665, -1.213, -1.570], [3.168, 3.289, 2.848], [4.251, 3.732, 2.045], [4.595, 2.834, 0.847], [5.963, 3.324, 0.340], [7.046, 2.995, 1.195], [4.675, 1.364, 1.304], [5.888, 0.174, 0.266], [3.622, 3.013, -0.334], [1.675, 3.223, 0.036], [2.410, 3.276, 2.227], [5.128, 3.778, 2.696], [4.045, 4.745, 1.671], [5.940, 4.416, 0.256], [6.131, 2.903, -0.656], [7.131, 2.027, 1.091], [3.664, 0.951, 1.289], [5.012, 1.337, 2.341], [3.766, 2.169, -1.010], [3.904, 3.919, -0.877], [0.869, 0.902, 3.000], [0.261, -0.462, 2.924], [-0.106, -0.924, 1.862], [0.100, -1.300, 4.166], [-0.445, -2.576, 4.031], [-0.588, -3.390, 5.142], [-0.185, -2.937, 6.394], [0.369, -1.672, 6.530], [0.514, -0.855, 5.416], [0.901, 1.285, 1.980], [1.907, 0.868, 3.347], [0.325, 1.564, 3.675], [-0.729, -2.908, 3.040], [-1.010, -4.382, 5.034], [-0.295, -3.575, 7.263], [0.695, -1.322, 7.501], [0.957, 0.127, 5.517], [-3.037, 2.040, -2.601], [-3.529, 2.524, -1.561], [-3.276, 2.176, -0.384], [-4.513, 3.680, -1.739], [-5.196, 4.203, -0.649], [-6.089, 5.253, -0.817], [-6.299, 5.793, -2.079], [-5.615, 5.276, -3.172], [-4.730, 4.222, -3.001], [-5.001, 3.773, 0.324], [-6.617, 5.657, 0.039], [-6.991, 6.618, -2.210], [-5.771, 5.699, -4.158], [-4.186, 3.794, -3.832]], "mulliken_charge": [1.2691, -0.6632, -0.0162, -0.3257, -0.8238, 0.5724, -1.2037, 0.1521, -0.4348, -1.4368, 0.4437, -0.6039, 0.1994, 0.6593, -1.1988, -1.0807, 0.5685, -0.2019, -0.4062, 0.3524, 0.4259, -0.0879, 0.4165, 0.0017, 0.4379, 0.3392, 0.3743, 0.3428, 0.3173, 0.4850, 0.2821, 0.4416, -0.1963, 0.3287, 0.3387, 0.3757, 0.3914, 0.2713, 0.3351, -0.5230, 0.1856, -0.1422, 0.4263, -0.4720, -1.4506, 2.5964, -1.4822, -0.5784, -0.9126, -0.6578, -1.1756, -0.9139, 0.1517, 0.5189, 0.2476, 0.5254, 0.4408, 0.2792, -0.3427, 0.4799, 0.2878, 0.4655, -2.4736, 0.9759, -0.5167, 0.4561, 0.7574, -1.4221, -0.7207, -0.7163, -0.5880, 0.3988, 0.5762, 0.6906, 0.5685, 0.4906, 0.3763, 0.3835, 0.4565, -0.7967, 0.7129, -0.9204, -0.1101, -0.2553, -0.5009, -0.3090, -0.4888, -0.2662, 0.3779, 0.3563, 0.3492, 0.3582, 0.4041], "e_tot_ha": -6775.40466, "homo_energy_ev": -1.13, "multiplicity": 1, "total_charge": -2}


Question: What is the formula in the second record?
Answer: C8H4AlBrCl2LuNO3


Question: Which value of multiplicity does entry 2 give?
Answer: 1


Question: Number 2 is which compound?
Answer: C8H4AlBrCl2LuNO3